## one
# C7H11NO

One molecule with the formula C7H11NO (ωB97M-V/def2-TZVPD, the Open Molecules 2025 dataset).

Frontier orbital gap in eV: 11.053

Structure (ORCA input):
```
! wB97M-V def2-TZVPD RIJCOSX def2/J DEFGRID3
* xyz 0 1
O -1.7699 -1.6661 -2.4401
C -1.2325 -0.6980 -2.1514
N -0.7715 0.3473 -1.9875
C -0.2977 0.9907 -0.7217
C 1.1911 0.7785 -0.5949
C 1.5361 -0.0138 0.6819
C 0.5904 -1.2323 0.6874
C -0.7907 -0.6471 1.0876
C -1.0820 0.7685 0.5564
H -0.5653 2.0435 -0.8951
H 1.6599 1.8697 -0.5083
H 1.5301 0.3365 -1.5409
H 2.6320 -0.2813 0.6933
H 1.3135 0.6852 1.5535
H 0.9277 -1.8993 1.4600
H 0.6495 -1.7328 -0.3073
H -0.9098 -0.7723 2.1686
H -1.5870 -1.3534 0.6885
H -2.1627 0.8574 0.3219
H -0.8613 1.6190 1.2480
*
```

natural (NBO) charges in e: -0.52 0.84 -0.54 -0.05 -0.41 -0.40 -0.42 -0.42 -0.43 0.21 0.21 0.23 0.22 0.20 0.22 0.20 0.22 0.21 0.23 0.22

=====

## two
# C7H11NO

A 2-piece molecular cluster, C7H11NO overall (ωB97M-V/def2-TZVPD, the Open Molecules 2025 dataset).

Frontier orbital gap (alpha / beta) in eV: 8.535 / 7.344

Structure (ORCA input):
```
! wB97M-V def2-TZVPD RIJCOSX def2/J DEFGRID3
* xyz 0 1
C -3.6096 0.1098 0.9703
C 2.2990 1.3374 0.4181
C -2.7374 0.6556 0.1425
C 3.0388 0.3970 0.3939
C -1.5386 0.0418 -0.3748
C 3.5773 -1.0128 0.3126
C -0.5808 0.7343 -1.3591
N -0.1091 -1.6337 -0.4685
O -1.2284 -1.1323 0.0332
H -4.2773 0.6608 1.5741
H -3.3799 -0.9646 1.3909
H -0.0917 -2.5757 -0.1453
H 1.8120 2.3110 0.4907
H -2.8226 1.7624 -0.2372
H 3.4142 -1.4556 1.3181
H 2.7731 -1.4652 -0.3903
H 4.5574 -1.0883 -0.1753
H -0.9387 1.6721 -1.5337
H -0.4586 0.1203 -2.3032
H 0.4294 0.7696 -0.8022
*
```

natural (NBO) charges in e: -0.37 -0.32 -0.27 0.03 0.36 -0.70 -0.69 -0.45 -0.22 0.21 0.20 0.30 0.24 0.21 0.24 0.26 0.24 0.20 0.25 0.27

=====

The winner here is one, beating the second structure by 627.2 kJ/mol.

=====

## one
# H6OSi2

H6OSi2 as an isolated structure (ωB97M-V/def2-TZVPD, the Open Molecules 2025 dataset).

Frontier orbital gap in eV: 8.551

Structure (ORCA input):
```
! wB97M-V def2-TZVPD RIJCOSX def2/J DEFGRID3
* xyz 0 1
O -0.0545 0.7233 -0.5070
Si 0.0659 0.6705 1.7865
Si 0.0262 -0.5609 -1.4449
H 1.3074 -0.0222 1.7193
H -0.0652 2.0249 1.9626
H -1.2023 0.1195 1.7093
H -0.5550 -0.2758 -2.6947
H -0.8701 -1.6740 -0.9173
H 1.3477 -1.0052 -1.6138
*
```

natural (NBO) charges in e: -1.25 1.18 1.29 -0.14 -0.18 -0.15 -0.24 -0.26 -0.25

=====

## two
# H6OSi2

One molecule with the formula H6OSi2 (ωB97M-V/def2-TZVPD, the Open Molecules 2025 dataset).

Frontier orbital gap in eV: 11.610

Structure (ORCA input):
```
! wB97M-V def2-TZVPD RIJCOSX def2/J DEFGRID3
* xyz 0 1
Si -1.3504 -0.8982 0.3804
O -0.2471 0.4843 0.1961
Si 1.1817 0.9483 -0.3847
H -1.7502 -1.2979 -0.9617
H -0.6128 -1.9400 1.0882
H -2.4088 -0.2768 1.1648
H 2.2449 0.5008 0.5205
H 1.0786 2.4029 -0.4442
H 1.3946 0.3579 -1.7103
*
```

natural (NBO) charges in e: 1.22 -1.27 1.27 -0.19 -0.19 -0.18 -0.22 -0.21 -0.22

=====

The winner here is two, beating the second structure by 277.6 kJ/mol.

=====

## one
# C5H7IN2

One molecule with the formula C5H7IN2 (ωB97M-V/def2-TZVPD, the Open Molecules 2025 dataset).

Frontier orbital gap in eV: 8.661

Structure (ORCA input):
```
! wB97M-V def2-TZVPD RIJCOSX def2/J DEFGRID3
* xyz 0 1
C 0.0602 0.3366 1.7304
C 0.9285 0.4729 0.5724
I 1.8871 2.3614 0.0660
N 0.1846 -0.0440 -0.7445
C -1.1005 0.1765 -1.0593
C -1.2197 -0.2341 -2.3896
N 0.0009 -0.6470 -2.8354
C 0.8225 -0.5322 -1.8470
H -0.8303 0.8670 1.6874
H 0.4899 0.7481 2.6098
H -0.2846 -0.6016 2.1275
H 1.8511 -0.2655 0.7235
H -1.9008 0.3274 -0.4037
H -2.0228 -0.1108 -3.0558
H 1.8565 -0.6706 -2.0654
*
```

natural (NBO) charges in e: -0.70 -0.12 0.12 -0.37 -0.12 -0.09 -0.45 0.14 0.22 0.24 0.25 0.24 0.22 0.20 0.21

=====

## two
# C5H7IN2

C5H7IN2 as an isolated structure (ωB97M-V/def2-TZVPD, the Open Molecules 2025 dataset).

Frontier orbital gap in eV: 8.441

Structure (ORCA input):
```
! wB97M-V def2-TZVPD RIJCOSX def2/J DEFGRID3
* xyz 0 1
C 0.7276 -0.0775 -0.0565
C 0.0248 0.5776 -1.0200
C -0.2772 -0.7675 0.7812
C 0.3285 1.4785 -2.1672
C -0.1536 -0.8748 2.2459
N -1.3666 0.4801 -0.7323
N -1.5393 -0.2643 0.2615
I -0.2380 -2.7619 0.0238
H 1.7741 -0.3745 -0.0909
H -0.2948 1.1950 -2.9832
H 1.3343 1.6423 -2.4387
H 0.1109 2.4842 -1.9135
H -1.1302 -1.0705 2.7231
H 0.0447 0.0304 2.7457
H 0.6547 -1.6971 2.6211
*
```

natural (NBO) charges in e: -0.26 0.11 -0.05 -0.65 -0.65 -0.14 -0.16 0.16 0.24 0.23 0.23 0.23 0.25 0.23 0.24

=====

The winner here is one, beating the second structure by 85.4 kJ/mol.